Formula: C30H48N4O2S3W
Source: the OMol25 dataset
Level of theory: ωB97M-V with the def2-TZVPD basis set

Net charge: +4
HOMO-LUMO gap, eV: 7.32
LUMO level, eV: -12.32
Total energy, eV: -76240.35315

Each line ends with the Mulliken charge.
Geometry (Å):
W: 0.665 0.657 0.037  0.325
C: -0.535 4.005 0.428  -1.149
C: -1.442 3.340 1.445  -0.954
S: -1.483 1.540 1.167  0.291
C: -1.409 0.948 2.876  -0.317
C: -0.072 1.226 3.530  -1.260
S: 1.348 0.808 2.454  0.235
C: 2.349 2.312 2.592  -0.841
C: 1.753 3.507 1.886  -1.243
S: 1.028 3.088 0.243  0.468
H: -0.269 5.020 0.727  0.619
H: -1.007 4.076 -0.546  0.327
H: -2.466 3.704 1.350  0.661
H: -1.119 3.528 2.466  0.467
H: -1.638 -0.115 2.849  -0.432
H: -2.219 1.437 3.422  0.798
H: 0.039 0.648 4.448  0.736
H: 0.041 2.276 3.796  0.662
H: 3.322 2.033 2.199  0.223
H: 2.488 2.511 3.657  0.732
H: 2.513 4.267 1.703  0.657
H: 0.969 3.969 2.481  0.615
C: 1.051 0.041 -3.792  -1.574
C: 1.519 0.024 -2.372  0.441
C: 2.174 1.160 -1.837  1.937
C: 2.327 2.390 -2.691  -2.132
C: 2.987 1.027 -0.654  1.364
C: 3.997 2.106 -0.372  -2.053
C: 3.041 -0.226 0.024  0.276
C: 4.092 -0.491 1.070  -1.586
C: 2.183 -1.272 -0.397  1.111
C: 2.294 -2.647 0.192  -1.963
C: 1.357 -1.120 -1.559  0.433
C: 0.574 -2.315 -2.026  -2.162
H: 1.862 0.420 -4.417  0.494
H: 0.204 0.711 -3.953  0.325
H: 0.788 -0.949 -4.149  0.364
H: 2.332 3.311 -2.116  0.373
H: 1.558 2.461 -3.455  0.605
H: 3.289 2.339 -3.211  0.483
H: 4.797 1.998 -1.114  0.463
H: 4.466 2.030 0.600  0.650
H: 3.605 3.112 -0.503  0.296
H: 3.738 -0.338 2.093  0.265
H: 4.966 0.135 0.914  0.525
H: 4.440 -1.518 1.008  0.539
H: 2.870 -3.252 -0.518  0.373
H: 1.328 -3.132 0.301  0.375
H: 2.816 -2.676 1.139  0.714
H: -0.013 -2.750 -1.218  0.075
H: 1.270 -3.084 -2.373  0.654
H: -0.112 -2.101 -2.837  0.482
C: 0.695 -2.304 2.828  -0.707
N: -0.661 -2.526 2.355  0.491
C: -1.349 -3.567 3.167  -0.675
C: -2.836 -3.596 2.923  -0.592
C: -3.051 -3.499 1.432  -0.770
N: -2.451 -2.239 0.939  0.321
C: -3.395 -1.368 0.242  -0.831
C: -1.220 -1.891 1.319  -1.248
O: -0.582 -0.951 0.653  0.346
H: 0.672 -1.856 3.824  0.393
H: 1.239 -1.663 2.152  -0.332
H: 1.214 -3.260 2.911  0.495
H: -1.115 -3.362 4.211  0.394
H: -0.893 -4.525 2.908  0.403
H: -3.341 -2.769 3.427  0.284
H: -3.252 -4.521 3.321  0.407
H: -4.107 -3.475 1.178  0.481
H: -2.602 -4.340 0.899  0.332
H: -4.282 -1.255 0.867  0.575
H: -3.681 -1.818 -0.706  0.288
H: -2.974 -0.384 0.079  0.178
N: -4.132 -1.371 -4.316  -0.333
C: -3.178 -1.345 -3.387  0.072
O: -2.779 -2.322 -2.771  -0.582
C: -2.524 -0.009 -3.059  0.719
C: -2.659 1.188 -3.742  -0.744
C: -1.855 2.261 -3.363  -1.774
C: -0.968 2.105 -2.323  -0.803
N: -0.880 0.966 -1.594  0.697
C: -1.645 -0.059 -1.984  -0.149
H: -4.552 -2.262 -4.545  0.292
H: -4.475 -0.562 -4.802  0.137
H: -3.334 1.307 -4.581  0.452
H: -1.888 3.198 -3.902  0.579
H: -0.256 2.884 -2.102  0.957
H: -1.557 -0.987 -1.445  0.479

Formula: C7H13OP
Source: the OMol25 dataset
Level of theory: ωB97M-V with the def2-TZVPD basis set

Energy relative to the best compared isomer or geometry (same formula, charge and spin), eV: 0.612
HOMO-LUMO gap, eV: 9.50
LUMO level, eV: 0.92
Structure (SMILES): O=[P@]12CCC[C@H]1CCC2
Total energy, eV: -18804.87850

Each line ends with the Mulliken charge.
Geometry (Å):
O: 2.907 0.279 -0.826  -0.776
P: 1.567 0.027 -0.255  0.726
C: 0.987 1.311 0.892  -0.573
C: -0.442 1.600 0.523  -0.752
C: -0.800 1.383 -1.007  -0.838
C: -0.413 -0.032 -1.341  -0.165
C: -1.159 -1.133 -0.620  -0.781
C: -0.488 -1.528 0.658  -0.499
C: 1.084 -1.629 0.532  -0.777
H: 1.601 2.237 0.476  0.292
H: 0.990 1.052 1.969  0.371
H: -0.622 2.701 0.735  0.396
H: -1.112 1.018 1.148  0.348
H: -1.908 1.511 -1.106  0.370
H: -0.333 2.089 -1.691  0.321
H: -0.037 -0.483 -2.327  0.394
H: -0.991 -2.163 -1.099  0.308
H: -2.212 -0.963 -0.629  0.367
H: -0.698 -0.669 1.297  0.120
H: -0.958 -2.527 0.912  0.385
H: 1.405 -1.566 1.580  0.346
H: 1.629 -2.515 0.181  0.417

Formula: C28H38HfN4P2
Source: the OMol25 dataset
Level of theory: ωB97M-V with the def2-TZVPD basis set

Energy relative to the best compared isomer or geometry (same formula, charge and spin), eV: 0.000
Net charge: +2
HOMO-LUMO gap, eV: 3.68
LUMO level, eV: -8.71
Total energy, eV: -55475.60054

Each line ends with the Mulliken charge.
Geometry (Å):
Hf: -1.866 -1.346 2.850  1.137
C: -2.995 -3.265 1.147  -0.712
C: -1.701 -2.760 1.107  -0.994
C: -1.416 -1.536 0.194  1.581
C: -1.734 -0.085 0.607  0.068
C: -2.849 0.264 1.614  -0.503
C: -4.103 -0.389 1.469  -0.941
C: -4.465 -1.252 0.302  -0.654
C: -4.104 -2.782 0.292  -0.929
C: -0.244 -0.969 4.249  -1.442
H: -3.272 -4.069 1.874  0.678
H: -0.799 -3.331 1.420  0.924
H: -1.859 -1.718 -0.797  -0.078
H: -0.302 -1.573 0.052  -1.179
H: -0.787 0.408 0.923  -0.215
H: -1.978 0.442 -0.326  0.908
H: -2.756 1.253 2.093  0.882
H: -4.951 -0.063 2.081  0.638
H: -4.120 -0.811 -0.652  0.381
H: -5.573 -1.251 0.274  0.466
H: -5.012 -3.318 0.620  0.470
H: -4.004 -3.079 -0.769  0.322
H: -0.675 -1.245 5.231  0.425
H: -0.033 0.117 4.296  0.343
H: 0.701 -1.529 4.140  0.415
P: 0.899 1.812 0.534  -0.250
P: 1.345 -1.346 -1.259  0.098
N: -0.055 3.197 -0.021  0.624
N: 2.223 2.844 1.127  0.605
N: 0.760 -1.146 -2.913  0.478
N: 2.619 -2.508 -1.621  0.428
C: 1.645 1.463 -1.125  -0.922
C: 2.435 0.138 -1.160  -1.315
C: -1.099 3.763 0.730  -0.706
C: -1.537 4.911 0.068  -0.769
C: -0.715 5.090 -1.087  -0.779
C: 0.175 4.030 -1.114  -0.171
C: 2.742 2.801 2.424  -0.362
C: 3.749 3.756 2.539  -0.705
C: 3.886 4.384 1.257  -0.645
C: 2.949 3.806 0.410  -0.204
C: -0.583 -1.008 -3.318  -0.323
C: -0.598 -0.561 -4.637  -0.585
C: 0.757 -0.441 -5.075  -0.991
C: 1.562 -0.770 -3.995  -0.406
C: 3.105 -3.082 -2.807  -0.403
C: 4.345 -3.673 -2.551  -0.673
C: 4.625 -3.498 -1.154  -0.650
C: 3.568 -2.782 -0.619  -0.368
H: 2.343 2.263 -1.412  0.274
H: 0.843 1.448 -1.880  0.769
H: 3.117 0.146 -2.031  0.455
H: 3.056 0.034 -0.259  0.711
H: -1.410 3.303 1.657  0.498
H: -2.357 5.546 0.379  0.443
H: -0.753 5.899 -1.804  0.468
H: 0.953 3.801 -1.821  0.430
H: 2.366 2.057 3.120  0.350
H: 4.322 3.978 3.423  0.441
H: 4.589 5.155 0.975  0.450
H: 2.781 3.963 -0.645  0.268
H: -1.386 -1.336 -2.677  0.208
H: -1.476 -0.354 -5.239  0.457
H: 1.106 -0.194 -6.066  0.474
H: 2.639 -0.827 -3.936  0.605
H: 2.533 -3.057 -3.728  0.593
H: 4.984 -4.158 -3.281  0.438
H: 5.504 -3.839 -0.628  0.445
H: 3.404 -2.418 0.382  0.366
C: -3.556 -2.065 3.963  -1.456
H: -3.463 -1.657 4.993  0.505
H: -3.491 -3.171 4.010  0.440
H: -4.555 -1.810 3.575  0.368

Formula: C20H17ClFN3O3
Source: the OMol25 dataset
Level of theory: ωB97M-V with the def2-TZVPD basis set

HOMO-LUMO gap, eV: 9.37
LUMO level, eV: 0.59
Structure (SMILES): O=C(CN1C(=O)N[C@]2(CCc3ccccc3C2)C1=O)Nc1ccc(Cl)cc1F
Total energy, eV: -46871.44239

Each line ends with the Mulliken charge.
Geometry (Å):
O: -1.103 1.013 1.453  -0.644
C: -0.722 0.246 2.303  0.703
C: 0.603 -0.522 2.176  -1.247
N: 1.281 -0.085 0.989  0.230
C: 2.002 1.122 0.956  0.152
O: 2.317 1.762 1.923  -0.656
N: 2.284 1.350 -0.343  -0.119
C: 1.716 0.373 -1.246  1.923
C: 0.684 0.985 -2.214  -1.137
C: 1.195 1.037 -3.656  -1.157
C: 1.536 -0.360 -4.076  0.644
C: 1.060 -0.951 -5.234  -0.917
C: 1.382 -2.267 -5.524  -0.565
C: 2.166 -2.999 -4.649  -0.613
C: 2.639 -2.415 -3.486  -0.888
C: 2.331 -1.096 -3.200  1.166
C: 2.841 -0.387 -1.983  -1.510
C: 1.010 -0.562 -0.263  0.015
O: 0.362 -1.543 -0.517  -0.678
N: -1.378 -0.047 3.458  -0.078
C: -2.591 0.467 3.913  -0.178
C: -3.351 1.409 3.225  -0.218
C: -4.544 1.871 3.750  -0.816
C: -4.999 1.400 4.971  0.422
Cl: -6.486 1.978 5.623  -0.208
C: -4.266 0.460 5.682  -0.736
C: -3.080 0.014 5.141  0.635
F: -2.351 -0.903 5.822  -0.318
H: 1.243 -0.312 3.037  0.432
H: 0.405 -1.594 2.089  0.422
H: 2.753 2.185 -0.651  0.247
H: -0.214 0.363 -2.193  0.466
H: 0.412 1.980 -1.859  0.322
H: 0.428 1.462 -4.304  0.548
H: 2.082 1.676 -3.715  0.326
H: 0.438 -0.383 -5.910  0.391
H: 1.012 -2.724 -6.430  0.394
H: 2.407 -4.028 -4.871  0.389
H: 3.247 -2.986 -2.801  0.388
H: 3.588 0.352 -2.290  0.339
H: 3.324 -1.086 -1.297  0.438
H: -0.945 -0.713 4.085  0.292
H: -2.995 1.774 2.276  0.531
H: -5.122 2.601 3.207  0.418
H: -4.602 0.081 6.633  0.449

Formula: C4H14O3
Source: the OMol25 dataset
Level of theory: ωB97M-V with the def2-TZVPD basis set

Energy relative to the best compared isomer or geometry (same formula, charge and spin), eV: 1.577
HOMO-LUMO gap, eV: 10.27
LUMO level, eV: 0.46
Structure (SMILES): CCO.CO.CO
Total energy, eV: -10516.35255

Each line ends with the Mulliken charge.
Geometry (Å):
C: -1.513 0.290 -1.740  -0.999
C: -0.171 0.784 -2.224  -0.210
O: 0.851 0.301 -1.337  -0.504
H: -1.550 -0.802 -1.732  0.276
H: -2.399 0.613 -2.287  0.378
H: -1.687 0.647 -0.721  0.254
H: -0.219 1.869 -2.350  0.278
H: 0.051 0.346 -3.203  0.343
H: 1.704 0.504 -1.733  0.239
C: 0.031 1.320 2.159  -0.531
O: -0.240 1.871 0.887  -0.527
H: -0.461 0.349 2.283  0.210
H: 1.102 1.062 2.230  0.219
H: -0.182 2.007 2.971  0.285
H: 0.294 1.419 0.222  0.320
C: 0.869 -2.261 1.405  -0.684
O: -0.080 -1.788 0.445  -0.451
H: 1.145 -3.275 1.114  0.302
H: 1.753 -1.637 1.546  0.278
H: 0.321 -2.281 2.346  0.239
H: 0.381 -1.339 -0.282  0.284

Q: The highest HOMO-LUMO gap belongs to which entry?
A: C4H14O3